No. 1
15
Properties=species:S:1:pos:R:3:forces:R:3:mulliken_charge:R:1 method="wB97M-V/def2-TZVPD" smiles="CC1=C([O-])O[C@H](C=C=O)S1" orbital_gap_ev=5.49 lumo_ev=3.35 total_charge=-1 homo_ha=-0.0785 total_energy_ha=-855.5092
C 1.38322 -0.70527 -0.92645 0.552 0.976 -1.892 -1.07
C 0.53938 -0.50239 0.22254 -2.222 -0.599 1.268 0.46
C -0.36279 -1.49137 0.64094 1.300 4.128 1.538 0.06
O -0.37424 -2.66747 0.74530 -0.249 -3.340 -0.812 -0.67
O -1.40739 -0.83202 1.51248 -0.405 -2.019 0.730 -0.47
C -1.61203 0.45647 1.37310 0.596 2.716 0.521 0.12
C -2.71255 0.82778 0.43408 -1.144 -0.240 -1.422 -0.65
C -3.17484 0.08251 -0.57940 0.447 0.777 -0.302 0.63
O -3.54502 -0.46769 -1.55684 0.336 0.488 1.598 -0.44
S 0.11410 1.15676 0.73341 -0.971 -0.494 0.345 -0.31
H 2.40441 -0.27556 -0.74558 -0.455 -0.722 -0.547 0.22
H 0.91070 -0.12930 -1.77576 0.795 -0.233 0.214 0.20
H 1.35448 -1.75055 -1.27314 0.496 0.240 0.451 0.33
H -1.89528 1.02281 2.34997 0.958 -1.071 -1.237 0.27
H -3.12824 1.83397 0.58515 -0.035 -0.606 -0.452 0.32

=====

No. 2
9
Properties=species:S:1:pos:R:3:forces:R:3:mulliken_charge:R:1 method="wB97M-V/def2-TZVPD" orbital_gap_ev="7.75 / 7.04" lumo_ev="-2.73 / -3.11" homo_ha="-0.3851 / -0.3732" total_energy_ha=-830.0646
C -0.74555 1.42952 0.12910 -0.179 1.222 -0.122 0.47
C 0.88677 -0.50923 -0.22162 0.747 -0.958 -0.479 -0.06
C -0.21126 0.22847 0.57244 -0.839 -3.058 -3.561 0.08
N -1.04648 2.43046 -0.35086 -0.006 0.310 0.105 -0.26
F 1.12847 -1.68112 0.44727 -0.309 -0.534 0.341 -0.25
F -0.44755 -0.25787 1.71392 -0.101 0.258 1.221 -0.17
Cl -2.16722 -0.81639 -0.88179 1.271 0.553 1.028 -0.32
H 1.83090 0.01499 -0.08284 0.015 0.777 -0.336 0.24
H 0.77193 -0.83882 -1.32563 -0.599 1.429 1.803 0.26

=====

No. 3
34
Properties=species:S:1:pos:R:3:forces:R:3:mulliken_charge:R:1 method="wB97M-V/def2-TZVPD" smiles="Nc1ccc(CCC(=O)N2CCCC2)cc1" orbital_gap_ev=8.51 lumo_ev=0.84 homo_ha=-0.2820 total_energy_ha=-690.9461
N -0.05535 -4.86115 -3.19087 0.075 -0.280 -0.270 -0.56
C -0.30338 -3.81273 -2.32221 -0.136 0.289 0.146 1.02
C -1.58794 -3.57895 -1.83587 0.112 -0.147 -0.097 -0.64
C -1.84239 -2.48751 -1.02842 0.124 0.080 0.046 -0.76
C -0.83357 -1.59924 -0.68153 -0.165 0.082 -0.002 0.31
C -1.12503 -0.41002 0.19488 0.004 -0.057 0.034 -0.55
C -0.19353 -0.33056 1.42357 0.087 0.030 -0.020 -0.99
C 0.98715 0.58880 1.17257 -0.306 -0.173 0.269 0.56
O 2.09681 0.17627 0.88221 0.348 -0.215 -0.111 -0.69
N 0.74591 1.91334 1.26290 0.160 0.339 -0.047 0.20
C -0.48557 2.57960 1.63786 -0.536 -0.030 0.133 -0.55
C -0.08789 4.05000 1.77884 -0.009 -0.045 -0.105 -0.67
C 1.06606 4.18860 0.78842 0.000 -0.108 0.136 -0.64
C 1.80347 2.86754 0.96531 0.396 0.027 -0.180 -0.58
C 0.44889 -1.83521 -1.16520 -0.086 -0.065 -0.009 -0.37
C 0.71237 -2.92411 -1.96989 -0.053 -0.118 -0.052 -0.73
H 0.90631 -5.15357 -3.26093 -0.107 -0.074 0.023 0.22
H -0.71612 -5.62131 -3.16387 0.132 0.001 0.012 0.22
H -2.38629 -4.26072 -2.09449 -0.088 -0.057 -0.038 0.28
H -2.84677 -2.32809 -0.66000 -0.085 0.028 0.043 0.33
H -1.02044 0.50141 -0.40159 -0.111 0.055 0.065 0.38
H -2.16283 -0.46578 0.53064 0.025 0.056 -0.070 0.31
H -0.75033 0.01755 2.29414 0.009 -0.004 0.017 0.40
H 0.20125 -1.32373 1.64150 0.007 0.123 0.053 0.40
H -0.88821 2.17696 2.57133 -0.033 0.033 -0.089 0.29
H -1.24452 2.45695 0.85603 -0.023 0.017 0.095 0.28
H -0.91656 4.72188 1.56478 -0.039 0.005 0.069 0.37
H 0.26779 4.24544 2.79112 -0.017 0.012 0.038 0.31
H 1.69930 5.04829 0.99483 0.024 0.036 -0.053 0.36
H 0.68029 4.27205 -0.22834 0.009 0.018 -0.045 0.28
H 2.35109 2.54294 0.07866 0.014 0.058 0.115 0.33
H 2.51021 2.91213 1.80228 0.026 0.011 -0.101 0.28
H 1.25465 -1.17094 -0.89409 0.123 0.072 0.043 0.34
H 1.71519 -3.09611 -2.33457 0.117 0.002 -0.049 0.28

=====

No. 4
13
Properties=species:S:1:pos:R:3:forces:R:3:mulliken_charge:R:1 method="wB97M-V/def2-TZVPD" smiles="C#CC(=O)[C@@H](C)O" orbital_gap_ev=10.06 lumo_ev=-0.03 homo_ha=-0.3708 total_energy_ha=-344.4802
C -2.83597 1.35799 -0.73556 0.585 -0.224 0.939 0.15
C -1.73297 0.94600 -0.46171 -0.675 0.249 1.777 -0.69
C -0.36904 0.43447 -0.51907 0.168 0.033 -2.188 0.51
O -0.20225 0.33873 -1.72520 0.756 -0.370 -1.072 -0.50
C 0.96273 0.04446 0.25650 -0.477 0.147 0.052 0.21
C 0.84637 -1.13592 1.20176 -0.201 0.092 0.108 -1.19
O 1.88028 -0.30136 -0.74082 0.148 0.163 0.127 -0.58
H -3.83782 1.72888 -0.74377 0.162 -0.052 -0.255 0.45
H 1.32836 0.94285 0.77892 -0.304 -0.106 0.060 0.22
H 1.85270 -1.38322 1.55552 -0.245 0.099 0.024 0.32
H 0.44986 -2.01829 0.68643 0.011 0.249 0.057 0.31
H 0.20630 -0.87167 2.04142 -0.015 -0.175 0.171 0.35
H 1.45146 -0.08293 -1.59443 0.087 -0.103 0.199 0.44

=====

No. 5
60
Properties=species:S:1:pos:R:3:forces:R:3:mulliken_charge:R:1 method="wB97M-V/def2-TZVPD" orbital_gap_ev="5.27 / 7.23" lumo_ev="1.73 / 1.88" s2=3.805 total_charge=-1 multiplicity=4 homo_ha="-0.1302 / -0.1967" total_energy_ha=-5787.1457
V -0.11411 -0.19871 0.67983 -0.308 0.216 -0.178 0.53
S -2.11248 -1.36787 1.28509 0.070 0.138 -0.048 -0.57
C -1.49695 -1.02372 2.87802 0.033 -0.055 0.165 0.79
S 0.22692 -0.89547 3.01773 0.063 0.070 -0.104 -0.55
C -2.34438 -0.79272 3.93873 0.002 -0.072 0.036 0.57
C -3.75988 -0.91897 3.80851 0.018 -0.037 -0.016 -0.07
N -4.90272 -1.03898 3.72437 -0.008 0.019 0.004 -0.57
C -1.83995 -0.45870 5.23154 0.073 -0.020 -0.026 -0.11
N -1.43364 -0.19828 6.27785 -0.046 0.008 0.009 -0.57
N -0.80354 0.11535 -1.35600 -0.128 0.098 0.107 -0.28
C 0.35619 0.14835 -2.24583 0.000 0.067 -0.054 -0.42
C 1.63472 0.52714 -1.48908 -0.130 -0.142 0.081 0.73
O 2.63905 0.76035 -2.13401 0.261 0.054 -0.160 -0.72
O 1.54547 0.50326 -0.20093 -0.004 -0.082 0.222 -0.69
H -1.51645 -0.53134 -1.67232 0.021 -0.045 0.014 0.22
H -1.29371 1.01275 -1.26679 0.043 -0.096 -0.014 0.39
H 0.23419 0.81983 -3.09650 0.004 0.017 0.009 0.49
H 0.52931 -0.85494 -2.64060 -0.032 -0.006 0.003 -0.13
C 5.00903 -1.36920 -3.79020 0.003 0.012 -0.042 -1.37
C 4.11392 -2.56970 -3.68080 -0.261 0.186 -0.030 0.47
C 4.63246 -3.84689 -3.55255 0.193 -0.042 0.001 -0.79
C 3.80601 -4.94635 -3.42005 -0.060 -0.172 0.042 -0.32
C 2.42688 -4.79767 -3.43847 0.020 0.025 0.203 -0.02
N 1.63650 -5.95923 -3.24472 -0.246 -0.020 0.055 -0.12
C 0.45183 -6.16832 -2.56776 0.066 -0.006 0.100 0.23
O -0.23452 -7.14211 -2.82656 -0.012 0.047 -0.025 -0.71
N 0.04950 -5.28634 -1.57868 0.096 -0.125 -0.113 -0.10
C 0.79570 -4.34760 -0.83484 0.010 0.063 -0.221 -0.48
C 2.09555 -4.56295 -0.40831 0.087 0.086 -0.011 0.02
C 2.77088 -3.51838 0.20438 -0.135 0.122 0.021 -1.23
C 2.11809 -2.31073 0.40774 0.057 -0.248 -0.161 -0.35
N 0.84144 -2.13233 0.05306 0.102 -0.019 0.201 0.62
C 0.20304 -3.12720 -0.54637 -0.081 0.077 -0.155 -0.28
C 1.88353 -3.53110 -3.61896 0.088 0.085 0.071 -0.08
C 2.72334 -2.42940 -3.71510 0.088 -0.106 -0.010 -0.46
H 6.02778 -1.61200 -3.48864 0.005 -0.005 0.001 0.35
H 4.64045 -0.55678 -3.16839 -0.057 0.095 0.056 0.27
H 5.04242 -1.00647 -4.81987 0.004 0.014 -0.003 0.32
H 5.70724 -3.98422 -3.52397 0.007 -0.002 -0.004 0.31
H 4.22846 -5.93286 -3.26815 -0.007 -0.006 -0.001 0.41
H 1.83033 -6.73930 -3.85204 -0.014 -0.024 0.009 0.26
H -0.87218 -5.51632 -1.24022 0.001 -0.006 -0.017 0.27
H 2.57489 -5.51712 -0.58326 0.014 0.006 -0.014 0.51
H 3.79677 -3.63375 0.52410 -0.005 0.004 0.004 0.43
H 2.61476 -1.45612 0.84471 -0.010 -0.009 0.036 0.56
H -0.82779 -2.94228 -0.82630 -0.014 -0.030 0.029 0.45
H 0.80829 -3.40783 -3.65083 -0.029 0.000 -0.004 0.53
H 2.30422 -1.43551 -3.81393 0.022 0.018 -0.005 0.53
Se -4.17306 2.96310 -0.03744 0.042 -0.051 -0.013 0.09
N -3.64507 3.87734 1.41244 0.044 0.008 0.058 -0.91
C -2.46616 3.38607 1.76953 0.004 0.050 -0.017 0.73
C -1.68013 3.86496 2.82929 -0.073 0.056 0.019 -0.62
C -0.42671 3.29616 3.02351 0.071 -0.037 0.011 -0.77
C 0.00107 2.25147 2.23818 -0.007 0.022 -0.087 -0.42
N -0.73889 1.68520 1.23851 -0.213 0.042 0.126 0.38
C -1.94437 2.28510 0.95152 0.006 0.023 -0.109 0.74
N -2.68863 1.93449 -0.07052 0.217 -0.232 -0.066 -0.71
H -2.05233 4.66793 3.44990 0.003 0.005 -0.006 0.43
H 0.22548 3.65309 3.80839 0.011 -0.014 -0.001 0.37
H 0.97146 1.80911 2.40085 0.032 -0.026 0.025 0.44

=====

No. 6
15
Properties=species:S:1:pos:R:3:forces:R:3:mulliken_charge:R:1 method="wB97M-V/def2-TZVPD" smiles=O.O.O.O.O orbital_gap_ev=10.61 lumo_ev=-0.15 homo_ha=-0.3954 total_energy_ha=-382.1882
O 0.91424 -1.39696 2.82015 -0.288 0.159 -0.248 -0.66
H 1.69166 -1.91615 2.59821 -0.029 0.010 -0.029 0.29
H 0.47677 -1.22798 1.95904 0.465 -0.227 0.565 0.42
O 0.24011 -1.16653 0.14600 0.038 0.054 -0.484 -0.74
H 0.74501 -0.51270 -0.36861 -0.222 -0.008 0.065 0.38
H 0.19114 -1.94534 -0.42004 -0.007 0.031 0.119 0.32
O -0.73746 2.96218 -1.01684 0.249 -0.188 -0.031 -0.65
H -0.18974 2.17178 -1.17078 -0.316 0.361 0.029 0.39
H -0.18931 3.55076 -0.48791 -0.103 -0.034 0.005 0.30
O 1.22711 0.95797 -1.64373 0.364 -0.074 -0.031 -0.74
H 1.39724 0.73349 -2.56749 -0.118 0.040 0.078 0.31
H 1.92946 1.57904 -1.40814 -0.044 -0.126 -0.009 0.35
O -2.84319 -1.03492 0.67734 0.121 -0.019 -0.042 -0.65
H -1.89115 -0.86685 0.63458 -0.106 -0.026 -0.036 0.38
H -2.96188 -1.88778 0.24823 -0.005 0.047 0.049 0.29

=====

No. 7
18
Properties=species:S:1:pos:R:3:forces:R:3:mulliken_charge:R:1 method="wB97M-V/def2-TZVPD" orbital_gap_ev=9.19 lumo_ev=-4.21 total_charge=+1 homo_ha=-0.4927 total_energy_ha=-1476.4835
O 0.86507 1.21896 0.91179 -0.764 -0.188 -0.497 -0.44
V 0.05112 0.08305 0.18590 0.159 0.955 -0.779 1.24
O -0.41006 0.55325 -1.26464 0.598 -0.100 1.414 -0.49
O 0.27295 3.49849 -1.99212 0.059 -0.035 0.037 -0.61
H -0.16556 2.99662 -2.68545 -0.009 -0.021 0.010 0.31
H 1.10507 3.78520 -2.37978 -0.026 0.079 -0.017 0.31
O 1.96556 -0.70995 -0.57938 -0.432 -0.353 0.009 -0.44
H 2.45148 -1.49069 -0.29629 0.038 0.055 0.135 0.32
H 2.41251 -0.34752 -1.35234 -0.162 0.129 -0.046 0.29
O 0.63296 -1.38415 1.77286 -0.257 -0.151 0.030 -0.48
H 0.77445 -1.00860 2.65221 0.184 0.095 -0.070 0.36
H 0.12122 -2.19218 1.90037 -0.027 0.029 0.055 0.35
O -1.81614 0.59165 1.24946 0.316 -0.650 -0.206 -0.47
H -1.95889 1.21090 1.97389 0.252 0.146 -0.058 0.30
H -2.67715 0.24309 0.99608 -0.042 0.126 -0.089 0.28
O -1.07321 -1.98799 -0.31088 0.206 -0.217 0.397 -0.40
H -0.55742 -2.78849 -0.46477 -0.044 0.007 -0.197 0.31
H -1.99398 -2.27165 -0.31691 -0.049 0.097 -0.128 0.27

=====

no.,F_max (eV Å⁻¹)
1,4.59
2,4.77
3,0.55
4,2.19
5,0.42
6,0.77
7,1.54